{"formula": "C5H8O2", "method": "ωB97M-V/def2-TZVPD", "energy_ha": -345.6427, "homo_lumo_gap_ev": 9.309, "e_lumo_ev": 0.8282, "e_homo_ev": -8.48, "smiles": "C#C[C@](C)(O)CO", "charge": 0, "de_lowest_kj_mol": 425.9, "largest_force_ev_per_a": 3.3, "symbols": ["C", "C", "C", "C", "O", "C", "O", "H", "H", "H", "H", "H", "H", "H", "H"], "positions_angstrom": [[2.20290, 0.39989, -0.50112], [1.13541, -0.14379, -0.41674], [-0.24300, -0.46105, -0.25290], [-0.59138, -1.61761, 0.67893], [-0.91976, -0.74344, -1.46672], [-0.70205, 1.21772, 0.50750], [-0.25179, 2.31373, -0.17208], [3.21567, 0.70438, -0.61195], [-1.67627, -1.78123, 0.73318], [-0.20757, -1.42789, 1.68192], [-0.14371, -2.54838, 0.30362], [-0.67919, -0.08510, -2.13284], [-0.33919, 1.18271, 1.53235], [-1.51235, 0.64809, 0.14558], [0.71681, 2.34042, -0.03082]], "atomic_forces_ev_per_a": [[0.72, 0.08, -0.11], [0.24, -0.26, -0.06], [0.98, 0.23, 0.40], [0.12, 0.27, 0.13], [-0.03, 0.79, 0.36], [1.29, -2.47, -0.86], [0.04, -0.47, -0.15], [0.00, 0.04, -0.03], [0.24, 0.26, -0.07], [-0.01, -0.05, -0.02], [-0.08, 0.31, 0.03], [0.05, -0.03, 0.11], [-0.55, -0.43, 0.01], [-2.74, 1.72, 0.50], [-0.27, 0.01, -0.25]], "lowdin_charge": [0.126, -0.115, -0.506, -0.022, -0.003, -0.132, -0.039, 0.030, 0.091, 0.086, 0.094, 0.111, 0.119, 0.077, 0.086]}

{"formula": "CH2NO3S", "method": "ωB97M-V/def2-TZVPD", "energy_ha": -717.9700, "homo_lumo_gap_ev": 7.832, "e_lumo_ev": 3.6632, "e_homo_ev": -4.17, "smiles": "O=C([O-])N(O)S", "charge": -1, "de_lowest_kj_mol": 187.6, "largest_force_ev_per_a": 3.0, "symbols": ["O", "C", "O", "N", "O", "S", "H", "H"], "positions_angstrom": [[1.68950, -0.19590, 1.01028], [1.14148, 0.27493, 0.07697], [1.19444, 1.30971, -0.54156], [-0.13113, -0.77104, -0.47897], [-0.91080, 0.12107, -1.27723], [-1.00488, -1.37714, 0.84237], [-0.56881, 0.97690, -1.08954], [-1.40980, -0.33853, 1.45769]], "atomic_forces_ev_per_a": [[1.67, -1.32, 2.16], [-1.93, -1.15, -0.76], [-0.31, 1.29, -1.19], [1.45, 2.17, 0.25], [-1.64, -2.15, -0.76], [0.26, -2.37, -1.20], [1.03, 1.40, 0.36], [-0.54, 2.12, 1.14]], "lowdin_charge": [-0.010, -0.769, -0.008, -0.499, -0.198, 0.687, 0.012, -0.215]}

{"formula": "C26H41BaClN5O8P2S", "method": "ωB97M-V/def2-TZVPD", "energy_ha": -3457.1566, "homo_lumo_gap_ev": 8.585, "e_lumo_ev": -2.9493, "e_homo_ev": -11.53, "charge": 1, "de_lowest_kj_mol": 70.1, "largest_force_ev_per_a": 3.7, "symbols": ["Ba", "C", "P", "C", "N", "C", "C", "C", "C", "C", "C", "N", "C", "P", "C", "C", "C", "C", "C", "C", "C", "C", "C", "H", "H", "H", "H", "H", "H", "H", "H", "H", "H", "H", "H", "H", "H", "H", "H", "H", "H", "H", "H", "H", "H", "H", "H", "H", "H", "H", "H", "O", "Cl", "O", "O", "O", "C", "C", "S", "O", "O", "C", "C", "N", "C", "N", "C", "C", "N", "O", "O", "C", "H", "H", "H", "H", "H", "H", "H", "H", "H", "H", "H", "H", "H"], "positions_angstrom": [[-1.83641, -1.73096, -0.81435], [2.07935, -2.01163, -3.13957], [1.17588, -1.09378, -1.86095], [1.26890, 0.63884, -2.57920], [2.38316, 0.90292, -3.20013], [2.62344, 2.17788, -3.59676], [3.82989, 2.48676, -4.27680], [4.10083, 3.77747, -4.60330], [3.18890, 4.81958, -4.27477], [2.02060, 4.54191, -3.63655], [1.71613, 3.19939, -3.29385], [0.52651, 2.91081, -2.70171], [0.27093, 1.67120, -2.38540], [-1.48466, 1.37120, -1.80089], [-1.76806, 2.84840, -0.77767], [-2.46508, 1.64905, -3.34705], [-3.89467, 1.21888, -3.00020], [-2.48162, 3.09676, -3.83280], [-1.90461, 0.73591, -4.43470], [2.28343, -0.96204, -0.38485], [3.63236, -0.28138, -0.62518], [1.50337, -0.18546, 0.68160], [2.50828, -2.39971, 0.09981], [2.99080, -1.49402, -3.43657], [1.43734, -2.12515, -4.01345], [2.31826, -3.01073, -2.77742], [4.50722, 1.67867, -4.50675], [5.01826, 4.02620, -5.11435], [3.43228, 5.83580, -4.54298], [1.30303, 5.30851, -3.38434], [-1.30206, 3.72482, -1.22749], [-1.36295, 2.70545, 0.22353], [-2.84171, 3.01315, -0.68294], [-4.29197, 1.75542, -2.13739], [-3.97546, 0.14537, -2.80451], [-4.55684, 1.43613, -3.84076], [-3.02825, 3.74696, -3.15206], [-2.99112, 3.13157, -4.79597], [-1.48335, 3.50848, -3.95947], [-1.92366, -0.32384, -4.15764], [-0.88024, 0.99911, -4.70236], [-2.51416, 0.83684, -5.33416], [3.52675, 0.79495, -0.74605], [4.14742, -0.66545, -1.50450], [4.27409, -0.45735, 0.24025], [1.26554, 0.82796, 0.35347], [2.09333, -0.10023, 1.59580], [0.56827, -0.66931, 0.98432], [3.30207, -2.89457, -0.45644], [1.61520, -3.02889, 0.01365], [2.79822, -2.39031, 1.15194], [-3.59050, -3.63438, -0.76269], [-2.96371, -3.83572, -2.10554], [-3.53090, -4.89740, -2.82137], [-3.09692, -2.51813, -2.82703], [-1.50036, -4.02597, -1.86194], [2.79378, 0.08651, 5.08337], [1.53722, 0.27133, 5.90556], [0.04782, -0.32124, 5.14226], [-1.05854, 0.39318, 5.72392], [0.23505, -0.33731, 3.70525], [-0.11830, -2.03007, 5.63697], [-1.52449, -2.55704, 5.34900], [-2.08575, -2.04796, 4.10930], [-1.64334, -2.35267, 2.86383], [-2.17725, -1.57410, 1.94926], [-2.99883, -0.69534, 2.61745], [-2.92936, -0.97970, 3.94126], [-3.71827, -0.36515, 4.98704], [-3.84430, -0.96207, 6.03643], [-4.27655, 0.66392, 4.68272], [-0.68325, -3.44529, 2.59017], [3.62297, 0.56424, 5.60162], [2.69407, 0.53716, 4.09851], [3.04302, -0.96474, 4.94946], [1.30677, 1.32025, 6.09760], [1.61156, -0.22802, 6.87188], [0.04819, -2.10850, 6.71008], [0.66467, -2.58497, 5.12164], [-2.21523, -2.29240, 6.14376], [-1.48990, -3.64684, 5.28441], [-3.58574, 0.07335, 2.15139], [-0.85841, -4.31535, 3.22147], [0.34280, -3.10523, 2.74415], [-0.78127, -3.78190, 1.55866]], "atomic_forces_ev_per_a": [[1.32, 2.79, 2.10], [0.24, -0.10, -0.02], [-0.40, 0.65, -0.53], [-0.34, -0.12, 0.34], [0.15, 0.15, -0.08], [0.34, -0.17, -0.16], [-0.19, -0.13, 0.13], [-0.13, 0.28, 0.02], [0.17, -0.21, -0.07], [-0.09, -0.19, 0.07], [-0.26, 0.36, 0.08], [0.24, 0.07, -0.15], [-0.13, -0.27, 0.14], [0.76, -0.18, 0.09], [-0.03, 0.18, 0.01], [-0.14, 0.04, 0.00], [-0.16, -0.07, -0.09], [0.03, 0.01, 0.00], [0.05, -0.12, -0.13], [0.11, 0.00, 0.15], [-0.04, -0.04, 0.03], [-0.05, 0.03, 0.03], [0.00, -0.12, 0.06], [-0.03, -0.03, 0.03], [-0.03, 0.05, 0.02], [-0.01, -0.03, 0.04], [0.07, -0.06, -0.02], [0.08, 0.01, -0.05], [0.02, 0.09, -0.03], [-0.04, 0.06, 0.01], [-0.06, -0.02, -0.02], [0.04, -0.07, 0.00], [-0.02, 0.01, 0.01], [0.00, 0.06, 0.04], [0.07, 0.00, -0.01], [0.00, 0.00, -0.03], [-0.03, 0.02, 0.08], [-0.05, 0.03, -0.07], [0.06, -0.04, -0.03], [-0.01, 0.04, 0.09], [0.01, 0.04, -0.02], [-0.02, -0.02, -0.03], [-0.03, 0.05, -0.03], [-0.02, -0.06, -0.03], [0.03, 0.01, 0.05], [-0.02, 0.07, -0.04], [0.06, 0.00, 0.00], [0.00, -0.07, -0.05], [0.04, -0.02, -0.08], [-0.05, 0.06, 0.02], [0.07, 0.02, 0.03], [0.54, -0.53, -1.68], [-0.49, -0.44, -0.23], [0.00, 0.03, -0.01], [-0.17, -1.90, 0.37], [-1.50, -0.20, -0.49], [0.09, -0.03, -0.13], [0.05, 0.01, 0.20], [0.06, -0.02, -0.10], [0.00, 0.00, -0.07], [-0.04, 0.14, 0.13], [0.11, -0.11, 0.18], [-0.05, -0.31, 0.15], [0.04, -0.05, -0.44], [-0.12, -0.24, 0.26], [-0.33, 0.25, -0.09], [0.34, -0.24, 0.26], [-0.40, 0.41, 0.06], [-0.29, -0.21, -0.43], [0.08, 0.06, 0.16], [0.14, 0.09, 0.09], [0.23, -0.12, -0.05], [0.05, -0.01, -0.01], [-0.03, 0.04, 0.01], [0.00, -0.07, 0.02], [0.03, 0.03, -0.03], [-0.08, 0.05, 0.07], [0.09, 0.10, 0.04], [-0.01, -0.03, -0.06], [0.14, 0.02, -0.06], [-0.01, 0.09, 0.04], [-0.06, 0.03, -0.10], [-0.02, 0.01, 0.03], [0.03, 0.01, -0.01], [-0.01, 0.02, -0.02]], "lowdin_charge": [1.748, -0.254, 0.914, -0.383, 0.127, -0.202, -0.004, -0.055, -0.053, -0.005, -0.198, 0.126, -0.393, 0.910, -0.259, -0.744, -0.103, -0.081, -0.085, -0.735, -0.079, -0.108, -0.100, 0.038, 0.049, 0.047, 0.117, 0.110, 0.110, 0.117, 0.041, 0.039, 0.045, 0.076, 0.060, 0.098, 0.082, 0.092, 0.066, 0.069, 0.080, 0.098, 0.078, 0.078, 0.091, 0.080, 0.080, 0.041, 0.086, 0.066, 0.087, -0.492, 0.624, -0.218, -0.555, -0.528, -0.107, -0.287, 0.678, -0.276, -0.309, -0.191, -0.115, 0.041, -0.367, -0.037, -0.025, -0.161, -0.336, 0.096, 0.120, 0.024, 0.086, 0.067, 0.080, 0.112, 0.107, 0.117, 0.103, 0.118, 0.136, 0.128, 0.096, 0.088, 0.077]}

What is the formula in the second record?
CH2NO3S